No. 1
Molecular formula: C50H58BCoN3O2PSi
Method: DFT, wB97M-V/def2-TZVPD

Cartesian coordinates (Å):
1 Co -1.018 0.035 0.454
2 C 0.342 3.492 -1.837
3 C 0.334 2.222 -1.332
4 N -0.421 1.833 -0.248
5 C -1.216 2.823 0.348
6 C -1.276 4.147 -0.150
7 C -0.460 4.490 -1.269
8 C -2.141 5.059 0.478
9 C -2.945 4.668 1.531
10 C -2.880 3.369 2.028
11 C -1.988 2.457 1.467
12 N -1.777 1.125 1.848
13 C -1.901 0.573 3.075
14 C -2.432 1.108 4.240
15 C -2.539 0.344 5.415
16 C -2.127 -0.957 5.492
17 C -1.495 -1.528 4.364
18 C -0.992 -2.847 4.340
19 C -0.312 -3.307 3.248
20 C -0.120 -2.441 2.163
21 N -0.614 -1.222 2.122
22 C -1.331 -0.756 3.192
23 H 0.984 3.707 -2.682
24 H 0.971 1.475 -1.775
25 H -0.471 5.500 -1.655
26 H -2.187 6.074 0.101
27 H -3.637 5.372 1.975
28 H -3.552 3.067 2.815
29 H -2.755 2.135 4.256
30 H -2.978 0.810 6.290
31 H -2.249 -1.543 6.394
32 H -1.143 -3.482 5.206
33 H 0.094 -4.308 3.212
34 H 0.470 -2.759 1.315
35 C 2.456 -0.911 4.038
36 Si 2.676 0.714 3.135
37 C 4.431 1.295 3.483
38 C 1.503 2.007 3.791
39 C 1.183 2.051 5.150
40 C 0.419 3.086 5.670
41 C -0.062 4.081 4.830
42 C 0.220 4.039 3.471
43 C 1.006 3.016 2.959
44 H 3.121 -0.929 4.904
45 H 2.712 -1.763 3.405
46 H 1.435 -1.046 4.394
47 H 4.576 1.416 4.560
48 H 4.627 2.255 3.002
49 H 5.168 0.576 3.117
50 H 1.534 1.269 5.816
51 H 0.185 3.107 6.727
52 H -0.670 4.883 5.231
53 H -0.183 4.792 2.804
54 H 1.209 2.991 1.894
55 C 3.696 0.092 -5.664
56 C 4.443 -0.563 -4.496
57 C 4.106 -2.055 -4.494
58 C 5.957 -0.409 -4.710
59 C 4.059 0.112 -3.179
60 C 4.159 1.505 -3.065
61 C 3.860 2.194 -1.893
62 C 3.444 1.437 -0.823
63 O 3.047 1.843 0.429
64 B 2.734 0.673 1.118
65 O 2.914 -0.442 0.291
66 C 3.349 0.067 -0.916
67 C 3.653 -0.626 -2.065
68 H 3.939 -0.422 -6.597
69 H 3.966 1.140 -5.787
70 H 2.615 0.036 -5.516
71 H 4.379 -2.489 -5.458
72 H 3.038 -2.225 -4.341
73 H 4.657 -2.596 -3.724
74 H 6.261 -0.892 -5.642
75 H 6.511 -0.867 -3.889
76 H 6.242 0.642 -4.762
77 H 4.473 2.083 -3.924
78 H 3.915 3.271 -1.832
79 H 3.548 -1.702 -2.090
80 C -1.074 -3.256 -3.316
81 C -0.667 -2.155 -2.336
82 C 0.374 -2.745 -1.375
83 C 0.009 -1.014 -3.097
84 P -1.995 -1.410 -1.238
85 C -2.931 -2.822 -0.549
86 C -3.118 -2.886 0.831
87 C -3.863 -3.906 1.407
88 C -4.444 -4.876 0.608
89 C -4.300 -4.806 -0.772
90 C -3.556 -3.787 -1.345
91 C -3.294 -0.448 -2.197
92 C -4.573 -0.467 -1.350
93 C -3.600 -0.975 -3.597
94 C -2.838 1.016 -2.297
95 H -0.192 -3.507 -3.912
96 H -1.859 -2.956 -4.007
97 H -1.382 -4.164 -2.801
98 H 1.215 -3.133 -1.957
99 H -0.039 -3.565 -0.784
100 H 0.777 -1.982 -0.704
101 H 0.859 -1.411 -3.658
102 H 0.393 -0.264 -2.410
103 H -0.657 -0.516 -3.801
104 H -2.702 -2.117 1.467
105 H -3.988 -3.935 2.482
106 H -5.023 -5.675 1.053
107 H -4.778 -5.542 -1.406
108 H -3.487 -3.737 -2.421
109 H -5.051 -1.447 -1.341
110 H -5.275 0.255 -1.773
111 H -4.378 -0.172 -0.316
112 H -3.989 -1.994 -3.587
113 H -2.734 -0.935 -4.256
114 H -4.372 -0.336 -4.035
115 H -2.774 1.487 -1.316
116 H -3.574 1.572 -2.883
117 H -1.867 1.136 -2.779

Values from the calculation:
* spin multiplicity: 5
* maximum force: 0.51 eV/A
* E_HOMO (spin up / spin down): -4.380 / -6.528 eV


No. 2
Molecular formula: C50H58N4OP3ReS2
Method: DFT, wB97M-V/def2-TZVPD

Cartesian coordinates (Å):
1 Re -0.628 0.940 -0.885
2 C -1.762 -4.061 -0.662
3 C -0.889 -2.849 -0.582
4 C 0.499 -3.142 -1.062
5 P -1.541 -1.294 -1.340
6 C -3.290 -1.071 -0.859
7 C -4.288 -2.000 -1.560
8 C -3.411 -1.243 0.628
9 C -1.188 -1.396 -3.116
10 C -1.525 -2.533 -3.861
11 C -0.979 -2.768 -5.103
12 C -0.127 -1.791 -5.644
13 C 0.272 -0.677 -4.883
14 C -0.250 -0.457 -3.627
15 N 0.202 0.577 -2.728
16 C 1.131 1.587 -3.074
17 C 1.132 2.213 -4.343
18 C 1.896 3.352 -4.497
19 C 2.821 3.735 -3.525
20 C 2.809 3.089 -2.292
21 C 1.976 2.039 -2.007
22 P 1.765 1.123 -0.472
23 C 3.014 -0.264 -0.706
24 C 4.472 0.238 -0.543
25 C 2.909 -1.111 -1.997
26 C 2.043 2.102 1.124
27 C 2.463 3.555 0.956
28 C 2.915 1.309 2.071
29 H -1.380 -4.779 0.071
30 H -1.793 -4.598 -1.641
31 H -2.762 -3.980 -0.375
32 H -0.804 -2.583 0.515
33 H 0.558 -3.314 -2.148
34 H 0.844 -4.043 -0.527
35 H 1.204 -2.334 -0.808
36 H -3.597 -0.007 -1.115
37 H -4.198 -3.037 -1.388
38 H -4.309 -1.904 -2.642
39 H -5.280 -1.678 -1.290
40 H -3.432 -2.305 0.889
41 H -4.347 -0.785 0.972
42 H -2.605 -0.753 1.168
43 H -2.112 -3.326 -3.400
44 H -1.225 -3.675 -5.651
45 H 0.351 -1.931 -6.602
46 H 0.969 0.009 -5.304
47 H 0.451 1.870 -5.113
48 H 1.868 3.926 -5.402
49 H 3.512 4.561 -3.702
50 H 3.475 3.444 -1.489
51 H 2.685 -0.970 0.066
52 H 4.725 0.929 -1.324
53 H 5.122 -0.630 -0.628
54 H 4.675 0.736 0.403
55 H 3.551 -0.682 -2.789
56 H 1.866 -1.105 -2.332
57 H 3.260 -2.130 -1.776
58 H 1.055 2.025 1.535
59 H 3.493 3.510 0.611
60 H 2.496 4.003 1.950
61 H 1.835 4.109 0.342
62 H 3.972 1.546 2.030
63 H 2.821 0.181 1.984
64 H 2.636 1.540 3.115
65 C -1.607 5.327 -1.661
66 C -1.413 3.862 -1.803
67 N -0.962 3.099 -0.853
68 N -0.759 3.689 0.364
69 C -1.078 2.834 1.255
70 O -1.327 1.555 0.937
71 C -1.125 3.125 2.717
72 C -0.781 4.383 3.186
73 C -0.650 4.653 4.542
74 C -0.931 3.624 5.456
75 C -1.248 2.354 4.955
76 C -1.312 2.088 3.591
77 C -1.928 3.062 -2.949
78 C -2.096 3.617 -4.189
79 C -2.729 2.872 -5.188
80 C -3.203 1.621 -4.852
81 C -2.995 1.101 -3.553
82 N -2.319 1.789 -2.631
83 H -2.432 5.522 -0.913
84 H -0.741 5.923 -1.292
85 H -1.931 5.702 -2.598
86 H -0.612 5.142 2.446
87 H -0.362 5.652 4.871
88 H -0.797 3.812 6.501
89 H -1.406 1.544 5.685
90 H -1.521 1.081 3.264
91 H -1.722 4.608 -4.373
92 H -2.880 3.322 -6.161
93 H -3.753 1.005 -5.484
94 H -3.375 0.148 -3.314
95 S 2.862 -3.005 1.368
96 P 1.293 -2.592 2.516
97 S 0.279 -0.942 1.758
98 C 0.151 -3.959 2.714
99 C -1.122 -3.718 3.253
100 C -2.016 -4.804 3.451
101 C -1.642 -6.060 3.069
102 C -0.400 -6.241 2.404
103 C 0.498 -5.227 2.286
104 C 1.739 -2.161 4.203
105 C 3.058 -1.976 4.508
106 C 3.434 -1.363 5.693
107 C 2.474 -0.921 6.591
108 C 1.124 -1.172 6.339
109 C 0.766 -1.741 5.141
110 H -1.474 -2.696 3.474
111 H -2.986 -4.616 3.842
112 H -2.341 -6.906 3.138
113 H -0.191 -7.179 1.927
114 H 1.374 -5.347 1.640
115 H 3.795 -2.373 3.826
116 H 4.477 -1.166 5.866
117 H 2.810 -0.395 7.493
118 H 0.323 -0.784 6.979
119 H -0.303 -1.816 4.953

Values from the calculation:
* total charge: +1
* spin multiplicity: 4
* maximum force: 2.81 eV/A
* E_HOMO (spin up / spin down): -9.454 / -9.379 eV
* energy relative to the best compared isomer or geometry (same formula, charge and spin): 3.6 kcal per mole


Number 1: E_tot -4293.4691 Ha. Number 2: E_tot -4132.8999 Ha.